(1)
{
  "formula": "C5H13NOS",
  "method": "ωB97M-V with the def2-TZVPD basis set",
  "total_charge": 0,
  "fmax_ha_per_bohr": 0.02641,
  "smiles": "C[C@H](N)[C@@](C)(S)CO",
  "elements": ["C", "C", "N", "C", "C", "S", "C", "O", "H", "H", "H", "H", "H", "H", "H", "H", "H", "H", "H", "H", "H"],
  "xyz": [[0.8408, 1.8479, 1.3698], [1.0446, 0.4319, 0.8249], [2.1279, 0.4694, -0.1804], [-0.2351, -0.1846, 0.2133], [-1.3917, -0.2065, 1.2224], [-0.8040, 0.7533, -1.2590], [0.0685, -1.6393, -0.2278], [-1.0587, -2.3052, -0.7605], [1.7547, 2.1955, 1.8362], [0.5524, 2.5333, 0.5602], [0.0793, 1.8632, 2.1580], [1.2981, -0.2079, 1.6787], [2.5970, -0.4318, -0.2123], [2.8535, 1.1572, 0.1336], [-1.7882, 0.7917, 1.4365], [-2.2144, -0.8442, 0.8512], [-1.0318, -0.6547, 2.1653], [0.4293, 0.8659, -1.7829], [0.4130, -2.2144, 0.6740], [0.8860, -1.6810, -0.9249], [-1.3522, -1.7656, -1.4990]],
  "atomic_forces_ev_per_a": [[-0.44, -0.21, -0.12], [-0.09, 0.50, -0.16], [0.83, 0.59, 0.78], [-0.04, -0.31, -0.07], [-0.11, -0.33, 0.09], [0.05, 0.00, 0.06], [-0.18, -0.30, 1.24], [0.27, -0.11, 0.35], [0.30, 0.12, 0.00], [0.07, -0.16, 0.29], [0.06, 0.02, -0.28], [0.06, -0.13, 0.01], [-0.02, 0.14, -0.11], [-0.92, -0.89, -0.45], [0.13, -0.19, -0.09], [0.41, 0.34, 0.14], [-0.13, 0.17, -0.26], [-0.05, 0.00, -0.02], [-0.50, 0.37, -0.61], [0.45, 0.23, -0.51], [-0.16, 0.15, -0.29]]
}

(2)
{
  "formula": "C2H4OS",
  "method": "ωB97M-V with the def2-TZVPD basis set",
  "total_charge": 0,
  "fmax_ha_per_bohr": 0.10916,
  "elements": ["C", "C", "O", "S", "H", "H", "H", "H"],
  "xyz": [[-0.8703, -1.6402, 2.7531], [-0.0319, 0.6981, -1.2377], [0.6800, 0.0709, -0.1156], [0.2871, -2.5983, 2.3580], [0.4713, 0.5816, 0.5850], [-0.5700, 1.5058, -0.6696], [-0.6350, 0.1016, -1.8327], [0.6687, 1.2804, -1.8406]],
  "atomic_forces_ev_per_a": [[1.34, -1.10, -0.45], [1.68, 3.18, 3.37], [0.61, -2.84, -4.80], [-1.34, 1.12, 0.44], [-0.90, 2.28, 3.63], [-0.48, -0.68, -1.30], [-1.09, -1.51, -0.65], [0.18, -0.45, -0.23]]
}

(3)
{
  "formula": "C3H7NO2",
  "method": "ωB97M-V with the def2-TZVPD basis set",
  "total_charge": 0,
  "fmax_ha_per_bohr": 0.01790,
  "smiles": "CCOC(N)=O",
  "elements": ["C", "C", "O", "C", "N", "O", "H", "H", "H", "H", "H", "H", "H"],
  "xyz": [[-1.4358, 0.3548, 0.3243], [-0.8520, -0.4097, -0.8590], [0.5482, -0.1980, -1.0034], [1.3123, -0.5886, 0.0812], [1.9255, 0.5448, 0.4858], [1.3697, -1.7052, 0.5342], [-1.2579, 1.4343, 0.2420], [-1.0091, 0.0093, 1.2726], [-2.5169, 0.1866, 0.3630], [-1.0326, -1.4838, -0.7658], [-1.2813, -0.0496, -1.7989], [2.6278, 0.5920, 1.2052], [1.6022, 1.3131, -0.0810]],
  "atomic_forces_ev_per_a": [[0.01, -0.04, 0.00], [-0.35, -0.17, -0.01], [0.04, -0.21, -0.06], [-0.18, -0.13, 0.03], [0.05, -0.06, -0.06], [-0.07, 0.56, -0.19], [-0.02, -0.22, -0.06], [-0.06, 0.01, -0.15], [0.14, 0.04, 0.01], [-0.12, 0.06, 0.01], [0.04, -0.16, 0.16], [-0.14, -0.03, -0.18], [0.67, 0.36, 0.52]]
}

HOMO-LUMO gap across the listed records, respectively: 9.85 10.56 11.34 eV.
Energy above the lowest of the compared OMol25 structures with the same formula, charge and spin across the listed records, respectively: 0.330 3.213 0.577 eV.